Below is a molecular structure, C12H5Cl4N5O2Pt, with properties calculated with wB97M-V/def2-TZVPD.

Last column: Mulliken charge in e.
Positions of all 29 atoms, in Å:
Pt -0.37147 -0.88912 -0.87467  0.8790
Cl 3.84928 -1.85905 4.67619  -0.0661
C 3.13114 -1.60043 3.17404  0.2702
C 4.02617 -1.23308 2.02879  0.7753
Cl 5.66207 -1.10245 2.34383  -0.0360
C 3.55940 -1.00648 0.75854  -0.3271
Cl 4.56996 -0.61469 -0.55568  -0.1041
C 2.16607 -1.10208 0.53633  0.7695
O 1.65129 -0.90297 -0.58464  -0.8039
C 1.22038 -1.47788 1.70283  0.5506
O 0.02946 -1.52040 1.45932  -0.7076
C 1.79277 -1.73203 3.01224  0.1231
Cl 0.72232 -2.18175 4.24533  -0.0856
N -4.46860 -0.82243 -1.26197  0.1778
C -3.39694 -1.59908 -1.14737  0.0863
N -2.33852 -0.79903 -1.13689  -0.2716
C -2.85217 0.46436 -1.25939  0.2827
N -4.14959 0.48135 -1.33526  -0.5827
C -1.86660 1.53080 -1.34942  0.4872
C -2.10928 2.88712 -1.48669  -0.2007
N -1.11623 3.76076 -1.59355  -0.4594
C 0.11987 3.28938 -1.57542  -0.3041
C 0.40302 1.93299 -1.43497  -0.1631
N -0.59887 1.06572 -1.31623  -0.3322
H -5.43923 -1.10474 -1.31239  0.2114
H -3.41208 -2.67493 -1.08591  0.4682
H -3.12535 3.26255 -1.50984  0.4492
H 0.92939 4.00122 -1.67855  0.3874
H 1.41235 1.54636 -1.43858  0.5266

Max |F| in hartree/bohr: 0.0128
Energy above the lowest of the compared OMol25 structures with the same formula, charge and spin in kcal per mole: 25.72
Net charge: +2
Highest occupied orbital energy in eV: -15.48
Gap between HOMO and LUMO in Eh: 0.22568
DFT total energy in eV: -77389.06964

***

Below is a gas-phase ion, C6H9O2 (charge -1), with properties calculated with wB97M-V/def2-TZVPD.

Last column: Mulliken charge in e.
Positions of all 17 atoms, in Å:
C -0.41732 -1.46422 1.30693  -0.9209
C 0.21639 -0.35257 0.97133  0.6679
C 1.27045 0.17124 1.94504  -1.4164
C 0.01017 0.50125 -0.22100  -0.5653
C -0.83209 -0.11785 -1.33738  -0.5513
C -0.55914 0.71123 -2.65685  0.3746
O 0.57379 0.64010 -3.17252  -0.7353
O -1.49318 1.47801 -2.98415  -0.7461
H -1.32646 -1.82974 0.83110  0.3035
H -0.32856 -2.02925 2.22803  0.3110
H 2.05219 -0.49964 2.30969  0.3905
H 0.71764 0.66441 2.74456  0.2566
H 1.92652 0.89786 1.46062  0.3386
H -0.39341 1.48926 0.02743  0.2777
H 0.96230 0.78359 -0.69049  0.3682
H -0.50338 -1.13151 -1.55785  0.3454
H -1.87590 0.08782 -1.20449  0.3011

Max |F| in hartree/bohr: 0.0373
Energy above the lowest of the compared OMol25 structures with the same formula, charge and spin in kcal per mole: 11.41
Net charge: -1
Highest occupied orbital energy in eV: -3.88
SMILES string: C=C(C)CCC(=O)[O-]
Gap between HOMO and LUMO in Eh: 0.27322
DFT total energy in eV: -10463.52266

***

Below is a molecular structure, C41H44N3RuSSi2, with properties calculated with wB97M-V/def2-TZVPD.

Last column: Mulliken charge in e.
Positions of all 92 atoms, in Å:
Ru 1.13769 -0.05890 -0.25275  -0.8885
C -2.12620 3.94574 -4.63561  -1.1976
Si -0.81044 2.61358 -4.61308  0.2558
C -1.65583 0.95869 -4.74734  -0.8268
C 0.31743 2.85058 -6.07687  -1.1952
C 0.16773 2.87472 -3.01763  0.3104
C 0.26610 4.16725 -2.51970  -0.2613
C 0.86646 4.42467 -1.29303  -1.6885
C 1.31875 3.35459 -0.55860  -0.1791
N 1.27507 2.09565 -1.00468  0.0543
C 0.74591 1.86796 -2.22303  0.5830
S 0.86601 0.20049 -2.64528  -0.4262
H -2.86696 3.72411 -5.40825  0.4156
H -1.70823 4.93081 -4.85997  0.3594
H -2.64796 4.01862 -3.67898  0.3549
H -2.43979 1.02022 -5.50824  0.4484
H -2.11673 0.64877 -3.80575  0.0734
H -0.95360 0.17743 -5.03771  0.3160
H -0.25172 2.77172 -7.00757  0.3223
H 1.09754 2.08537 -6.09476  0.3216
H 0.80349 3.82882 -6.05990  0.3298
H -0.14703 4.99403 -3.08797  0.3468
H 0.97017 5.43063 -0.91232  0.4521
H 1.76890 3.50666 0.40874  0.7091
C 4.15624 -4.20228 -0.57209  -1.1315
C 3.28208 -4.67562 0.59539  -0.6167
C 1.80633 -4.63273 0.21993  0.8117
C 1.20431 -5.85935 -0.04754  -0.8286
C -0.07362 -5.94999 -0.56791  -1.2844
C -0.73973 -4.78807 -0.91333  -0.8302
C -0.16507 -3.54358 -0.69510  0.3266
C -0.80367 -2.31244 -1.26843  2.2117
C -2.32480 -2.28146 -1.31607  -1.6414
C 1.07563 -3.45474 -0.04765  0.3326
N 1.61277 -2.16195 0.26621  -0.0325
C 2.26633 -2.02926 1.37601  0.0023
C 2.90431 -0.81687 1.69714  -0.4372
C 3.61135 -0.41873 2.82400  -0.8638
C 4.00611 0.90367 2.58183  -0.7613
C 3.51014 1.24445 1.32779  -0.7639
N 2.86388 0.20078 0.76721  -0.0806
H 5.21475 -4.30226 -0.32671  0.3969
H 3.96082 -3.15432 -0.80652  0.2038
H 3.95161 -4.79389 -1.46531  0.3244
H 3.53128 -4.09285 1.47556  0.2541
H 3.53131 -5.70949 0.83669  0.5044
H 1.76857 -6.76342 0.14896  0.3715
H -0.51951 -6.91716 -0.76084  0.3973
H -1.70964 -4.84841 -1.38951  0.3289
H -0.40329 -2.16909 -2.27364  0.5505
H -0.44086 -1.46644 -0.68564  -1.6012
H -2.72081 -2.98664 -2.04882  0.5543
H -2.66534 -1.28471 -1.60409  0.1322
H -2.74935 -2.51547 -0.33987  0.3642
H 2.28534 -2.82546 2.11382  0.8644
H 3.81685 -1.02094 3.69646  0.5332
H 4.57857 1.54638 3.23132  0.4877
H 3.62882 2.17440 0.79206  0.6764
C 1.29919 2.61940 5.34219  -0.6812
C 1.51963 3.21323 4.10719  -0.6606
C 1.02900 2.61418 2.95654  -0.2387
C 0.30386 1.42143 2.99996  0.5634
C 0.09360 0.84177 4.25575  -0.5811
C 0.58345 1.43471 5.41428  -0.6583
Si -0.39592 0.63639 1.43777  3.2311
C -1.37877 -0.87291 2.01962  0.1083
C -2.76642 -0.93563 1.85596  -0.4134
C -3.48902 -2.06020 2.24142  -0.7358
C -2.83451 -3.15916 2.77469  -0.7375
C -1.45671 -3.12025 2.94964  -0.8331
C -0.74700 -1.98481 2.58986  0.0926
C -1.68633 1.78995 0.71237  0.0210
C -2.35857 2.71629 1.51517  -1.2164
C -3.38965 3.49282 1.00205  -0.8686
C -3.76862 3.35764 -0.32641  -0.9765
C -3.10634 2.45118 -1.14343  -0.8467
C -2.07412 1.67801 -0.62711  0.7209
H 1.67781 3.08312 6.24482  0.3629
H 2.07669 4.14064 4.04256  0.4173
H 1.19867 3.08682 2.00634  0.4021
H -0.47119 -0.07891 4.33299  0.3858
H 0.40227 0.96825 6.37519  0.4149
H -3.29160 -0.09345 1.42019  0.2492
H -4.56518 -2.07750 2.11897  0.4109
H -3.39392 -4.04204 3.05806  0.3793
H -0.93660 -3.97893 3.35749  0.4332
H 0.32038 -1.95417 2.76782  0.5872
H -2.07144 2.82882 2.55547  0.4610
H -3.90832 4.19521 1.64301  0.4215
H -4.57759 3.95777 -0.72510  0.3950
H -3.39773 2.33671 -2.18097  0.6555
H -1.56750 0.96935 -1.27534  -0.0104

2S+1: 2
Max |F| in hartree/bohr: 0.0501
Highest occupied orbital energy (alpha / beta) in eV: -7.50 / -7.67
Gap between HOMO and LUMO (alpha / beta) in Eh: 0.25577 / 0.26183
DFT total energy in eV: -76876.11107
Expectation value of S²: 0.76

***

Below is 2 unconnected molecules or ions with the total composition C5H9N2O2S, with properties calculated with wB97M-V/def2-TZVPD.

Last column: Mulliken charge in e.
Positions of all 19 atoms, in Å:
C 2.59824 0.73317 0.48658  -0.5149
C 2.65607 0.29257 -0.78780  -0.1095
C -1.45400 0.11681 0.13472  0.2339
C -0.73745 -1.02288 0.21647  0.2628
C -0.93486 1.50879 0.27929  -1.2400
N -2.51243 0.05614 -0.65924  0.7005
N -0.82607 -2.27807 0.58639  -0.2987
O -2.94635 1.03710 -1.25157  -0.5150
O -3.07706 -1.22499 -0.90760  -0.4284
S 1.57037 -0.77516 -1.54218  -0.0530
H 3.28060 1.31863 1.13567  0.3265
H 1.92927 0.05586 1.12273  0.1887
H 3.46568 0.59374 -1.39074  0.3681
H -0.39138 1.61084 1.13630  0.4312
H -1.88947 1.96641 0.48099  0.4309
H -0.32013 1.82592 -0.60018  0.2497
H -1.46526 -2.85116 1.19932  0.2880
H -0.00507 -2.86536 0.30196  0.3068
H -3.66516 -1.13599 -1.62001  0.3723

Max |F| in hartree/bohr: 0.0742
Energy above the lowest of the compared OMol25 structures with the same formula, charge and spin in kcal per mole: 177.45
Net charge: +1
Highest occupied orbital energy (alpha / beta) in eV: -12.84 / -12.21
Gap between HOMO and LUMO (alpha / beta) in Eh: 0.26217 / 0.23120
DFT total energy in eV: -23226.38268

***

Below is a molecular structure, C23H28IrN2O, with properties calculated with wB97M-V/def2-TZVPD.

Last column: Mulliken charge in e.
Positions of all 55 atoms, in Å:
Ir 0.46047 0.13316 -1.07012  0.5985
C 1.12695 -3.56413 -0.97938  -1.5439
C 1.10579 -2.24649 -1.69493  0.8619
C -0.16571 -1.64584 -2.05310  -0.2885
C -0.28493 -0.52525 -2.94636  0.3655
C -1.58628 -0.13745 -3.59898  -1.4757
C 0.91939 0.18509 -3.18887  -1.1227
C 2.12789 -0.24343 -2.59022  0.7599
C 3.37395 0.57837 -2.76761  -1.4650
C 2.23891 -1.54612 -1.98499  -0.5321
H 1.25534 -3.41730 0.09475  0.1852
H 1.95191 -4.18014 -1.33589  0.4433
H 0.19812 -4.11225 -1.13177  0.4066
H -1.06723 -2.18319 -1.78253  0.4692
H -2.08227 0.66149 -3.05141  0.2596
H -2.26132 -0.99114 -3.65182  0.3996
H -1.41012 0.21109 -4.61643  0.4078
H 0.90907 1.09039 -3.78102  0.4572
H 4.10201 0.01998 -3.35794  0.4052
H 3.84000 0.79604 -1.80631  0.2869
H 3.16655 1.51548 -3.28193  0.3807
H 3.21126 -1.92173 -1.68945  0.4778
O 1.61780 1.37702 0.27711  -0.4755
C 1.59326 2.81363 0.33709  -0.7621
C 0.12581 3.07208 0.41328  -0.3045
C -0.39094 2.47660 1.72299  -1.0036
C -1.72642 1.89969 1.45738  0.8015
C -2.93240 2.57809 1.57481  -0.9287
C -4.11153 1.96480 1.20432  -0.2668
C -4.07738 0.66665 0.69937  -1.1040
C -2.86252 0.03751 0.58118  -0.0325
N -1.72541 0.65475 0.94972  0.5225
H 2.51472 1.05924 0.13954  0.2172
H 2.03392 3.27173 -0.55104  0.4236
H 2.12063 3.16756 1.22670  0.3340
H -0.29840 2.49934 -0.42238  0.1211
H -0.15700 4.11760 0.27977  0.5538
H -0.40184 3.20175 2.53683  0.6714
H 0.25836 1.65189 1.99836  0.1157
H -2.92293 3.58201 1.97604  0.5472
H -5.05311 2.48793 1.30651  0.4333
H -4.97462 0.15327 0.38747  0.4895
H -2.72407 -0.95899 0.18858  0.5432
N -0.49994 -0.00477 0.73951  -0.3955
C -0.15873 -0.84933 1.80864  1.1184
C -1.02653 -1.16450 2.85505  -0.4608
C -0.61861 -2.01831 3.87446  -0.7843
C 0.64777 -2.57549 3.87771  -0.7055
C 1.52039 -2.24785 2.84706  -0.5390
C 1.13042 -1.38896 1.83502  -0.8709
H -2.02859 -0.75454 2.90734  0.3129
H -1.31380 -2.24493 4.67303  0.4062
H 0.95631 -3.23920 4.67344  0.4092
H 2.52606 -2.64943 2.83777  0.4159
H 1.82957 -1.11347 1.05365  0.4603

Max |F| in hartree/bohr: 0.0253
Energy above the lowest of the compared OMol25 structures with the same formula, charge and spin in kcal per mole: 28.34
Net charge: +1
Highest occupied orbital energy in eV: -9.88
Gap between HOMO and LUMO in Eh: 0.24775
DFT total energy in eV: -32164.47362

***

Below is a molecular structure, C31H32ClFIrNO4P, with properties calculated with wB97M-V/def2-TZVPD.

Last column: Mulliken charge in e.
Positions of all 72 atoms, in Å:
Ir 0.02564 0.00267 -1.03867  1.2773
C 2.44791 -0.85247 5.81666  -1.3510
C 0.95281 -0.56554 5.79109  -0.2668
C 0.49519 0.42480 6.85050  -1.0466
C 1.11826 1.79243 6.61365  -1.1500
C 0.88654 2.24450 5.19627  1.0111
C 0.91955 3.57863 4.86553  -0.6707
C 0.68663 3.98803 3.55396  0.0725
F 0.73757 5.29889 3.28412  -0.3468
C 0.40220 3.10429 2.55543  -1.1535
C 0.35576 1.73796 2.86509  0.3716
C 0.05264 0.77853 1.81489  2.1756
O -0.17677 1.23172 0.64693  -1.2736
C 0.00985 -0.57980 2.18064  -0.1916
C 0.27151 -0.91817 3.49402  -0.6012
N 0.56833 -0.05236 4.45131  0.1376
C 0.60925 1.31039 4.17506  -0.4328
C -0.39642 -1.73655 1.31345  0.3005
O -0.75110 -2.77091 1.82919  -0.6817
O -0.34406 -1.61986 -0.00103  -0.8307
H 2.73845 -1.21503 6.80259  0.3836
H 3.03110 0.04075 5.59147  0.3785
H 2.70611 -1.61635 5.08317  0.3850
H 0.40147 -1.49788 5.91344  0.5080
H 0.76774 0.03901 7.83237  0.4296
H -0.59410 0.50138 6.82040  0.3618
H 2.19190 1.76067 6.81597  0.3561
H 0.69782 2.52748 7.29964  0.4887
H 1.11908 4.32826 5.62085  0.5445
H 0.21751 3.43628 1.54517  0.6540
H 0.22429 -1.96216 3.77717  0.5366
C 0.25513 3.99270 -2.98419  -0.6933
C -1.16469 3.50935 -3.28468  -0.6409
C -1.35334 2.43689 -2.23527  -0.2956
O -0.05896 1.78992 -2.18320  0.2141
C 0.99328 2.72540 -2.56482  -0.5342
H 0.23951 4.70908 -2.16248  0.3029
H 0.73308 4.46969 -3.83701  0.3748
H -1.22828 3.06690 -4.28019  0.2685
H -1.90861 4.29902 -3.20569  0.4256
H -2.08456 1.67318 -2.50189  0.1741
H -1.58317 2.84672 -1.24928  0.2798
H 1.55699 2.27003 -3.37663  0.2988
H 1.65627 2.86817 -1.71619  0.3233
Cl 2.26790 0.22282 -0.99098  -0.4656
C 1.28975 -0.81567 -4.16156  -1.5422
P 0.06945 -1.26849 -2.90765  1.8934
C 0.32749 -3.02993 -2.64006  0.6319
C -0.45755 -3.99219 -3.26738  -0.5065
C -0.18166 -5.33816 -3.07523  -0.6663
C 0.87523 -5.72095 -2.26343  -0.5211
C 1.66186 -4.76119 -1.63983  -0.7205
C 1.38839 -3.41689 -1.82247  -0.3981
C -1.56638 -1.06013 -3.63973  -0.2106
C -2.66461 -1.40495 -2.84549  -0.2864
C -3.95224 -1.18115 -3.30482  -0.7485
C -4.15159 -0.60631 -4.55436  -0.4930
C -3.06514 -0.26107 -5.34460  -0.7121
C -1.77216 -0.48566 -4.88982  -0.5976
H 1.17430 -1.45094 -5.03971  0.5556
H 2.27705 -0.97482 -3.73032  0.3728
H 1.19455 0.23098 -4.44441  0.4096
H -1.28427 -3.69898 -3.90214  0.3868
H -0.79462 -6.08646 -3.55944  0.4134
H 1.08590 -6.77135 -2.11230  0.3975
H 2.48236 -5.06210 -1.00247  0.4180
H 1.98922 -2.66660 -1.32159  0.3365
H -2.50714 -1.86803 -1.87554  0.5015
H -4.79978 -1.45871 -2.69251  0.4288
H -5.15704 -0.43324 -4.91433  0.4095
H -3.22281 0.17855 -6.32056  0.4358
H -0.93176 -0.21503 -5.51607  0.4040

Max |F| in hartree/bohr: 0.0057
Net charge: +1
Highest occupied orbital energy in eV: -11.27
Gap between HOMO and LUMO in Eh: 0.27903
DFT total energy in eV: -69711.84211